DFT (ωB97M-V with the def2-TZVPD basis set) results for a 2-piece molecular cluster, C10H10N2O2 overall.

Positions of all 24 atoms, in Å:
O  2.81462  1.73747  -0.78690
C  1.72415  1.90236  -0.26607
C  1.46378  2.72986  0.91971
C  0.20409  2.82489  1.40182
N  -0.85386  2.15486  0.82518
C  -0.72957  1.38081  -0.32234
O  -1.67552  0.82173  -0.83338
N  0.57166  1.28943  -0.78634
H  2.28502  3.26164  1.37035
H  -0.07131  3.43880  2.25835
H  -1.80561  2.27394  1.17376
H  0.72342  0.71310  -1.60308
C  0.23667  -3.64428  0.29312
C  0.50660  -2.41301  0.81752
C  -0.28847  -1.37353  0.49019
C  -1.41854  -1.46717  -0.27694
C  -1.66216  -2.68538  -0.87368
C  -0.82076  -3.76638  -0.62152
H  0.91380  -4.47320  0.57054
H  1.26968  -2.17083  1.65139
H  -0.19204  -0.40911  1.08431
H  -1.96172  -0.56701  -0.51936
H  -2.52058  -2.87298  -1.55665
H  -1.07284  -4.70694  -1.11002

- ΔE to the lowest compared entry with this formula, charge and spin (eV) = 1.550
- total energy (eV) = -17606.99157
- SMILES = O=c1cc[nH]c(=O)[nH]1.c1ccccc1
- strongest force on any atom (hartree/bohr) = 0.07449
- LUMO level (eV) = 0.4
- orbital gap (Ha) = 0.3472